(1)
One molecule with the formula C5H9NO3 at a distorted geometry. Source: the Open Molecules 2025 dataset; level of theory: ωB97M-V/def2-TZVPD.

Geometry (Å):
O (-1.4000, -1.8635, 0.2695)
O (0.5595, 0.9197, -2.7691)
O (-0.9071, 2.4600, -1.2835)
N (-0.5832, -0.9247, 0.2597)
C (0.6066, 0.5835, -1.3712)
C (0.2990, -0.8000, 1.2630)
C (0.4201, -1.8534, 2.2915)
C (-0.2187, 1.4591, -0.5258)
C (-0.6170, 0.0451, -0.7183)
H (0.1582, -2.8067, 1.9500)
H (0.9067, 0.1333, 1.0892)
H (-1.4785, -0.1399, -1.2952)
H (-0.2430, -1.6406, 3.2206)
H (-0.2694, 1.3892, -2.7642)
H (1.5107, -1.9630, 2.5890)
H (0.0061, 1.8303, 0.4874)
H (1.4546, 0.1739, -1.0403)
H (-0.2048, 2.9976, -1.6522)

Forces on atoms 1 to 6 (eV/Å):
-1.291 -0.888 -1.073
0.744 -1.013 1.781
-0.250 -1.020 0.597
2.637 -0.704 5.211
-2.176 1.092 -2.607
-0.326 1.250 -2.495

SMILES: C/C=[N+](\[O-])[C@H]1[C@H](O)[C@@H]1O
Calculated total energy, eV: -12958.84145
Total charge: 0
Lowest unoccupied orbital energy (alpha / beta), Ha: 0.0178 / 0.0178
Orbital gap (alpha / beta), eV: 8.96 / 8.96
E_HOMO (alpha / beta), Ha: -0.31149 / -0.31147

Partial charges, Löwdin, in e: O -0.03; O 0.03; O 0.00; N -0.27; C -0.19; C -0.08; C -0.07; C -0.22; C -0.14; H 0.04; H 0.12; H 0.17; H 0.12; H 0.06; H 0.09; H 0.16; H 0.12; H 0.10

(2)
C34H40N8O6OsS2 as an isolated structure. Source: the Open Molecules 2025 dataset; level of theory: ωB97M-V/def2-TZVPD.

Geometry (Å):
Os (-0.8597, 0.1859, 0.4471)
S (3.6429, -2.9187, -0.9988)
S (-3.3320, 0.1436, 0.4659)
O (-0.5594, -1.8847, 3.7244)
O (-1.1354, 4.2444, 0.5583)
O (2.5553, -2.6869, -0.0652)
O (5.4936, 0.0738, 1.7879)
O (3.3641, -2.7543, -2.4060)
O (4.0806, 0.2691, 3.4165)
N (-0.9474, 1.1606, 2.1444)
N (-5.4678, 1.6886, 0.3793)
N (3.3663, 0.0616, -0.0482)
N (1.2389, 0.2226, 0.4809)
N (-1.2083, -1.3486, 1.5441)
N (-0.7704, 2.0940, -0.2420)
N (4.3725, 0.1554, 2.2498)
N (-3.7470, 2.7359, -0.4337)
C (-1.1302, 2.4139, 4.5118)
C (-0.9583, 3.0621, 0.7425)
C (0.8895, 3.3289, -1.5339)
C (-0.3769, 2.6632, -3.9213)
C (-4.8089, 3.7470, -0.5139)
C (0.7692, 3.4302, -3.9469)
C (-2.5102, -3.4457, 1.8516)
C (-0.3060, 2.5774, -1.5218)
C (-1.8625, -4.0223, -0.8339)
C (1.6647, 3.6775, -0.2899)
C (-0.9309, 2.2171, -2.7218)
C (-0.9298, -1.0674, 2.9416)
C (-2.9165, -4.6268, 1.2409)
C (4.3136, -4.5293, -0.6995)
C (-1.0069, 2.4822, 2.1342)
C (-3.0477, -3.1306, 3.2196)
C (-1.6941, -2.5848, 1.0924)
C (-2.1538, 1.3392, -2.8325)
C (4.9561, -1.7759, -0.5816)
C (1.9637, 0.2475, 1.6465)
C (1.8093, 0.1155, -1.9860)
C (4.5418, -0.3303, -0.8457)
C (-2.5839, -4.9294, -0.0684)
C (2.1145, 0.1217, -0.5339)
C (-1.0029, 0.4098, 3.2426)
C (1.3994, 3.7480, -2.7542)
C (-0.6123, -1.8823, -1.0871)
C (-1.4238, -2.8439, -0.2670)
C (-1.1049, 3.1609, 3.3384)
C (5.4495, -4.9029, -1.6393)
C (-1.0794, 1.0184, 4.4785)
C (-6.0571, 2.9496, -0.0847)
C (3.2677, 0.1445, 1.3248)
C (-4.1676, 1.6065, 0.1069)
H (1.6160, 2.8901, 0.4668)
H (2.3124, 4.3307, -2.7658)
H (-4.5866, 4.5744, 0.1584)
H (-3.0139, 1.9132, -3.1838)
H (-1.9799, 0.5568, -3.5737)
H (0.4428, -1.9156, -0.8161)
H (-5.9970, 0.9073, 0.7279)
H (-2.7972, 2.9093, -0.7158)
H (4.2769, -0.1949, -1.8912)
H (-2.9219, -5.8579, -0.5083)
H (-0.8635, 2.3888, -4.8496)
H (-1.1017, 0.4222, 5.3804)
H (2.3101, 0.9558, -2.4716)
H (2.7130, 3.8374, -0.5393)
H (-4.8903, 4.1310, -1.5279)
H (5.8098, -2.0130, -1.2166)
H (-2.4358, 0.8591, -1.9026)
H (5.7346, -5.9372, -1.4556)
H (-3.9792, -3.6725, 3.3695)
H (-6.7394, 2.7691, -0.9140)
H (-3.2666, -2.0687, 3.3431)
H (5.2311, -1.9360, 0.4599)
H (-6.6013, 3.4366, 0.7206)
H (0.7477, 0.2517, -2.1512)
H (-2.3527, -3.4254, 4.0049)
H (3.4420, -5.1759, -0.8291)
H (-1.1953, 2.9195, 5.4657)
H (-3.5412, -5.3095, 1.8022)
H (5.3674, 0.3302, -0.6026)
H (-1.0232, -0.8104, -1.1790)
H (1.2913, 4.5940, 0.1668)
H (-1.6472, -4.2356, -1.8730)
H (1.1793, 3.7687, -4.8886)
H (-1.1557, 4.2410, 3.3417)
H (1.5391, 0.3347, 2.6303)
H (6.3348, -4.2890, -1.4763)
H (2.1379, -0.8151, -2.4503)
H (4.5912, -4.5532, 0.3555)
H (-0.6898, -2.1332, -2.1467)
H (5.1406, -4.8102, -2.6786)

Forces on atoms 1 to 6 (eV/Å):
0.222 -0.399 0.151
0.012 0.010 -0.061
-0.002 -0.059 -0.067
-0.011 -0.017 0.000
0.056 0.022 -0.002
-0.001 -0.018 0.023

Calculated total energy, eV: -84236.90537
Total charge: +2
Lowest unoccupied orbital energy (alpha / beta), Ha: -0.2839 / -0.2843
Orbital gap (alpha / beta), eV: 5.62 / 5.60
E_HOMO (alpha / beta), Ha: -0.49025 / -0.49027

Partial charges, Löwdin, in e: Os 1.34; S 0.67; S 0.78; O 0.18; O 0.12; O -0.31; O 0.11; O -0.30; O 0.14; N -0.07; N 0.04; N 0.07; N -0.03; N -0.10; N -0.11; N -0.32; N 0.07; C 0.02; C -0.48; C -0.21; C -0.04; C -0.07; C -0.05; C -0.17; C -0.21; C -0.01; C -0.02; C -0.22; C -0.39; C -0.01; C -0.29; C -0.14; C -0.02; C -0.21; C -0.05; C -0.19; C 0.00; C 0.03; C -0.09; C -0.02; C -0.30; C -0.17; C -0.04; C -0.06; C -0.19; C 0.07; C -0.10; C 0.07; C -0.09; C -0.12; C -0.72; H 0.06; H 0.12; H 0.13; H 0.09; H 0.09; H 0.06; H 0.15; H 0.10; H 0.13; H 0.12; H 0.12; H 0.14; H 0.11; H 0.09; H 0.13; H 0.12; H -0.01; H 0.09; H 0.09; H 0.13; H 0.08; H 0.11; H 0.13; H 0.06; H 0.09; H 0.12; H 0.13; H 0.13; H 0.14; H 0.02; H 0.09; H 0.13; H 0.12; H 0.14; H 0.13; H 0.08; H 0.08; H 0.11; H 0.12; H 0.09

(3)
C7H12 as an isolated structure at a distorted geometry. Source: the Open Molecules 2025 dataset; level of theory: ωB97M-V/def2-TZVPD.

Geometry (Å):
C (-2.6652, 1.3079, -0.0138)
C (1.8976, -1.2321, -0.8556)
C (0.0976, 0.6330, 0.7972)
C (2.2654, -1.0045, 0.7838)
C (-1.4732, 1.2814, -0.9650)
C (1.4434, 0.2225, 1.1113)
C (-0.2525, 1.5940, -0.3887)
H (2.0255, -2.0006, 1.4132)
H (0.7059, 2.1108, -0.6851)
H (1.2157, -0.3710, -0.7943)
H (3.2663, -0.7112, 0.9053)
H (-2.9896, 2.3388, 0.1111)
H (2.5912, -1.1123, -1.6532)
H (-2.4844, 1.0555, 1.0698)
H (-1.5487, -1.5127, 0.0222)
H (-1.1617, -1.5165, -0.6564)
H (-3.5544, 0.8326, -0.4453)
H (1.3403, -2.1393, -1.0860)
H (-0.7193, 0.2238, 1.3295)

Forces on atoms 1 to 6 (eV/Å):
0.243 -0.591 0.376
-1.057 0.661 2.670
3.578 1.564 -0.852
-2.358 -1.271 -1.195
0.731 2.396 0.112
-3.050 0.369 -0.342

Multiplicity: 2
Calculated total energy, eV: -7445.19693
Total charge: -1
Lowest unoccupied orbital energy (alpha / beta), Ha: 0.1597 / 0.1518
Orbital gap (alpha / beta), eV: 6.27 / 6.06
E_HOMO (alpha / beta), Ha: -0.07083 / -0.07087
<S²>: 0.819

Partial charges, Löwdin, in e: C -0.27; C -0.10; C -0.23; C -0.27; C -0.24; C -0.12; C -0.26; H 0.11; H 0.06; H 0.00; H 0.02; H 0.04; H 0.02; H 0.05; H 0.05; H 0.05; H 0.03; H 0.03; H 0.01

(4)
A 2-piece molecular cluster, C8H17N2 overall at a distorted geometry. Source: the Open Molecules 2025 dataset; level of theory: ωB97M-V/def2-TZVPD.

Geometry (Å):
N (0.9302, -0.5576, 0.1896)
N (-1.8739, -0.1072, -0.0418)
C (3.0042, 0.9724, -0.1493)
C (-1.8263, 2.0462, -0.4236)
C (-2.6369, -1.2888, -0.1449)
C (-2.1938, 1.1875, 0.7296)
C (-1.6665, 0.9330, -1.0535)
C (1.6087, 0.3560, -0.4969)
C (4.3118, 0.4805, 0.5481)
C (-1.8534, -2.5950, -0.0317)
H (-1.6388, 3.0935, -0.6332)
H (-1.4521, 0.8200, -1.9508)
H (-3.2532, 1.2003, 0.9329)
H (-0.3235, -0.6122, 0.0254)
H (-1.6770, -3.1073, -1.0536)
H (4.2831, 0.8015, 1.5434)
H (-1.0438, -2.6628, 0.7561)
H (2.5443, 1.7305, 0.7010)
H (-1.5794, 1.4248, 1.4973)
H (-2.7249, -3.1862, 0.3801)
H (4.3750, -0.6752, 0.6290)
H (-3.4612, -1.1683, 0.5429)
H (3.4184, 1.6218, -1.0658)
H (1.1086, 0.7227, -1.4092)
H (-3.2271, -1.4131, -1.1694)
H (5.2391, 0.8924, 0.1800)
H (1.6085, -0.9095, 0.9684)

Forces on atoms 1 to 6 (eV/Å):
2.231 1.750 -0.149
3.383 3.863 -0.901
-0.721 3.445 -0.224
-0.376 0.348 0.945
-2.105 -0.776 -2.699
-2.297 -0.363 -0.101

Calculated total energy, eV: -11539.57852
Total charge: +1
Lowest unoccupied orbital energy, Ha: -0.1384
Orbital gap, eV: 9.19
E_HOMO, Ha: -0.47618

Partial charges, Löwdin, in e: N 0.12; N -0.12; C -0.19; C 0.02; C -0.28; C -0.09; C -0.13; C -0.09; C -0.10; C -0.10; H 0.13; H 0.05; H 0.13; H 0.18; H 0.11; H 0.04; H 0.08; H 0.17; H 0.08; H 0.09; H 0.11; H 0.11; H 0.15; H 0.12; H 0.17; H 0.07; H 0.17